C21H25FeN9S | wB97M-V/def2-TZVPD

Calculated values
Energy = -80801.689 eV
Orbital gap (spin up / spin down) = 6.45 / 6.62 eV
Highest occupied orbital energy (spin up / spin down) = -13.248 / -13.232 eV
Total charge = +2
E_LUMO (spin up / spin down) = -0.2498 / -0.2429 Eh

Structure (XYZ):
```
57
C21H25FeN9S wB97M-V/def2-TZVPD
Fe -0.18443 0.27469 0.09096
N -2.12884 -0.74737 -3.49448
C -2.97876 -1.88616 -3.38465
C -3.86859 -2.16320 -4.40441
C -4.71814 -3.25803 -4.31146
C -4.67302 -4.07411 -3.19611
C -3.77540 -3.79942 -2.17011
C -2.93424 -2.70886 -2.26901
S -1.77968 -2.38073 -0.95917
N -1.16390 -0.85095 -1.38250
C -1.35284 -0.27092 -2.51732
C -0.62315 1.00163 -2.71854
C -0.72818 1.80859 -3.83313
C 0.02347 2.97547 -3.88897
C 0.87187 3.29086 -2.84232
C 0.93379 2.41747 -1.77068
N 0.19286 1.30997 -1.70725
H -2.19840 -0.23885 -4.35914
H -3.89850 -1.52080 -5.27806
H -5.41166 -3.46783 -5.11351
H -5.33232 -4.92697 -3.11496
H -3.72541 -4.44121 -1.29876
H -1.37916 1.56429 -4.65985
H -0.04811 3.62627 -4.75052
H 1.48145 4.18257 -2.86117
H 1.60614 2.59162 -0.93934
N -3.08202 2.92955 1.62246
C -3.74733 1.73713 1.77868
C -2.94739 0.79300 1.22411
N -1.80488 1.40233 0.73469
C -1.92370 2.69180 0.99450
H -3.41148 3.83217 1.92840
H -4.70401 1.66360 2.26504
H -3.11160 -0.26751 1.12470
H -1.20878 3.45519 0.73519
C 1.15016 0.91544 2.66107
N 0.86483 -0.35697 1.90221
C -0.08352 -1.16958 2.75001
N 0.46597 -1.42919 4.05406
C 0.73822 -0.15757 4.73236
N 1.69530 0.64987 3.96463
C 2.94454 -0.11208 3.81713
N 2.69397 -1.38057 3.12622
C 2.15869 -1.12242 1.81500
C 1.72963 -2.16567 3.90568
H 0.21426 1.47004 2.76758
H 1.86558 1.50948 2.08560
H -0.27687 -2.11670 2.24230
H -1.01872 -0.61336 2.85292
H 1.14768 -0.35640 5.72098
H -0.19414 0.39911 4.84437
H 3.35980 -0.31276 4.80292
H 3.66365 0.47694 3.24591
H 1.97084 -2.06805 1.30393
H 2.87400 -0.53405 1.23728
H 2.14335 -2.37119 4.89117
H 1.54002 -3.11250 3.39849
```

=====

C4H8NOS | wB97M-V/def2-TZVPD

Calculated values
Energy = -18638.730 eV
2S+1 = 3
Orbital gap (spin up / spin down) = 8.18 / 6.51 eV
Highest occupied orbital energy (spin up / spin down) = -11.937 / -13.327 eV
⟨S²⟩ = 2.031
Total charge = +1
Energy above the lowest of the compared OMol25 structures with the same formula, charge and spin = 0.818 eV
E_LUMO (spin up / spin down) = -0.1381 / -0.2506 Eh

Structure (XYZ):
```
15
C4H8NOS wB97M-V/def2-TZVPD
C 0.74588 -1.47592 0.10576
C 1.93665 -0.85271 -0.03176
C -0.60415 0.53025 0.33219
C -0.84594 0.82042 -1.12374
N -0.30238 -0.76263 0.88017
O -1.14172 1.38268 1.24178
S 2.33398 0.81820 0.14961
H 0.61962 -2.46386 -0.37473
H 2.86199 -1.26811 -0.46393
H -2.00196 1.03311 -1.41857
H -0.55465 0.07707 -1.68231
H -0.37897 1.70394 -1.33276
H -1.08124 -1.32538 0.98262
H 0.03428 -0.38005 1.84136
H -1.62138 2.16298 0.89430
```